1.
The following is a DFT calculation (ωB97M-V/def2-TZVPD) of a cluster of 11 separate species, BF4H20O10 in total at a distorted geometry.

Summary:
HOMO = -7.63 eV
Molecular weight = 267.0 g mol⁻¹
Calculated total energy = -32355.1606 eV
E_LUMO = 2.629 eV
Maximum force = 0.059 hartree/bohr
Total charge = -1
Orbital gap = 10.3 eV

```
35
Properties=species:S:1:pos:R:3:nbo_charge:R:1
B 7.1926 -30.2230 -10.1992 1.29
F 8.3895 -29.8167 -9.7208 -0.54
F 6.0981 -29.8221 -9.4197 -0.57
F 7.0333 -29.5419 -11.3465 -0.56
F 7.2201 -31.5611 -10.4328 -0.54
O 7.5777 -30.0225 -7.0751 -0.99
H 7.6022 -30.0622 -8.0312 0.48
H 6.7354 -29.6150 -6.8734 0.50
O 8.9312 -32.1344 -12.4637 -0.96
H 8.4801 -31.6426 -11.7776 0.48
H 9.7794 -31.6997 -12.5524 0.46
O 5.1033 -29.1085 -6.4224 -0.94
H 4.5959 -29.0637 -7.2328 0.49
H 4.4609 -29.3325 -5.7490 0.47
O 5.3527 -29.0647 -13.5891 -0.94
H 5.3415 -29.9093 -13.1388 0.50
H 5.3091 -29.2879 -14.5189 0.46
O 7.1812 -26.8926 -12.0061 -0.95
H 7.1459 -26.4303 -12.8434 0.45
H 6.8721 -27.7761 -12.2065 0.49
O 5.5627 -32.6501 -8.9526 -0.97
H 6.3245 -32.2714 -9.3914 0.48
H 5.8852 -32.9036 -8.0878 0.46
O 3.5421 -30.3273 -10.5633 -0.96
H 3.3946 -31.1384 -11.0497 0.46
H 4.2694 -30.5293 -9.9747 0.50
O 9.8590 -28.2273 -7.3054 -0.96
H 9.2400 -28.9571 -7.2859 0.50
H 10.1895 -28.1690 -6.4090 0.45
O 8.0764 -29.0060 -14.4742 -0.94
H 8.1442 -28.7926 -15.4048 0.45
H 7.1477 -28.8962 -14.2699 0.47
O 9.4580 -32.1409 -8.2764 -0.95
H 8.6742 -32.4950 -7.8563 0.46
H 9.1351 -31.4218 -8.8195 0.48
```



2.
The following is a DFT calculation (ωB97M-V/def2-TZVPD) of a cluster of 11 separate species, BF4H20O10 in total at a distorted geometry.

Summary:
HOMO = -6.97 eV
Molecular weight = 267.0 g mol⁻¹
Calculated total energy = -32355.3598 eV
E_LUMO = 2.761 eV
Maximum force = 0.079 hartree/bohr
Total charge = -1
Orbital gap = 9.7 eV

```
35
Properties=species:S:1:pos:R:3:nbo_charge:R:1
B -1.2093 0.8657 -0.1674 1.32
F -0.1722 0.1568 -0.7493 -0.57
F -1.6398 1.8997 -1.0007 -0.57
F -2.1999 -0.0162 -0.1249 -0.57
F -0.8760 1.2752 1.1430 -0.57
O -0.9576 -2.5218 -0.2807 -0.98
H -0.9805 -3.2375 0.3732 0.47
H -1.6992 -1.9062 -0.1769 0.51
O -1.7789 -0.7825 -2.9819 -0.98
H -2.5661 -1.3254 -2.7969 0.47
H -1.5198 -0.2386 -2.1715 0.50
O 2.2357 1.4200 2.7871 -0.95
H 3.0424 1.0017 2.6666 0.47
H 1.8270 1.5725 1.9688 0.48
O -0.4320 0.1370 3.9279 -0.95
H -0.7165 -0.7444 3.6176 0.46
H -0.3852 0.6821 3.1250 0.48
O 1.3874 -2.5711 -1.6903 -0.97
H 1.0876 -1.7261 -1.9573 0.47
H 0.6521 -2.8587 -1.1360 0.49
O 0.2354 3.2862 -2.5090 -0.99
H 0.2548 2.9328 -3.4256 0.48
H -0.4857 2.8267 -2.0625 0.50
O 1.9335 2.3282 -0.1191 -0.97
H 1.3466 2.6825 -0.7935 0.51
H 2.6169 3.0306 0.0202 0.48
O -3.6711 -2.5036 0.5818 -0.97
H -3.0638 -2.4779 1.3007 0.48
H -3.9874 -1.6579 0.2131 0.50
O 3.2203 0.0189 -0.1459 -0.98
H 2.5866 0.7633 -0.2455 0.50
H 3.5992 -0.1056 -1.0200 0.45
O 0.9144 -0.9071 1.5994 -0.97
H 1.0953 -1.1297 0.6636 0.49
H 0.3059 -0.1699 1.5666 0.46
```



3.
The following is a DFT calculation (ωB97M-V/def2-TZVPD) of a structure of composition BF4H2OSn at a distorted geometry.

Summary:
HOMO = -13.44 eV
Molecular weight = 223.5 g mol⁻¹
Calculated total energy = -19448.5977 eV
E_LUMO = -10.478 eV
Maximum force = 0.065 hartree/bohr
Total charge = +1
Orbital gap = 3.0 eV

```
9
Properties=species:S:1:pos:R:3:nbo_charge:R:1
Sn 26.9888 22.9639 -2.0592 1.72
B 27.4012 22.3099 -7.4975 1.32
F 27.1500 22.9963 -6.3159 -0.51
F 26.3201 21.5015 -7.7717 -0.53
F 27.6075 23.2553 -8.4869 -0.50
F 28.4645 21.5455 -7.1181 -0.51
O 24.4972 26.1201 -2.2004 -0.97
H 24.2587 26.3189 -3.1058 0.49
H 23.6720 26.1706 -1.7181 0.49
```



4.
The following is a DFT calculation (ωB97M-V/def2-TZVPD) of a cluster of 9 separate species, BH20O8 in total at a distorted geometry.

Summary:
HOMO = -7.10 eV
Molecular weight = 159.0 g mol⁻¹
Calculated total energy = -17380.6288 eV
E_LUMO = 2.721 eV
Maximum force = 0.078 hartree/bohr
Total charge = -1
Orbital gap = 9.8 eV

```
29
Properties=species:S:1:pos:R:3:nbo_charge:R:1
B -0.1462 0.3780 -0.0663 -0.89
H -0.6141 0.4836 0.9002 0.00
H -0.4496 1.1599 -0.7452 0.00
H 0.9320 0.3496 -0.0353 -0.03
H -0.4989 -0.5545 -0.4787 -0.01
O -1.9438 -1.4234 1.5924 -0.95
H -2.5699 -0.7007 1.5467 0.45
H -1.0914 -1.0118 1.4501 0.49
O -0.7787 -2.7163 -1.0672 -0.97
H -0.9983 -1.7900 -0.9676 0.48
H 0.1705 -2.7520 -0.9484 0.47
O -3.1496 1.3613 0.0708 -0.96
H -2.6395 0.5521 0.1058 0.47
H -2.5343 2.0445 0.3372 0.49
O 1.8343 1.8788 1.6445 -0.96
H 1.4804 1.3976 0.8965 0.49
H 1.3705 1.5207 2.4014 0.46
O -0.5225 3.1982 0.3938 -0.98
H -0.2870 3.6435 -0.4201 0.46
H -0.3736 2.2704 0.2114 0.50
O 1.0899 1.0597 -2.6490 -0.98
H 0.9803 0.8509 -1.7213 0.50
H 0.2030 1.2393 -2.9610 0.47
O 0.9494 -1.7233 1.7063 -0.97
H 1.4260 -2.2693 1.0811 0.48
H 0.6685 -0.9636 1.1963 0.49
O 2.3235 -2.4657 -0.8097 -0.95
H 2.5932 -3.2627 -1.2662 0.47
H 2.5762 -1.7547 -1.3986 0.49
```



5.
The following is a DFT calculation (ωB97M-V/def2-TZVPD) of a cluster of 10 separate species, BH24NO8 in total at a distorted geometry.

Summary:
HOMO = -9.67 eV
Molecular weight = 177.0 g mol⁻¹
Calculated total energy = -18931.3327 eV
E_LUMO = -1.747 eV
Maximum force = 0.083 hartree/bohr
Orbital gap = 7.9 eV

```
34
Properties=species:S:1:pos:R:3:nbo_charge:R:1
N 3.0844 -2.3878 0.6464 -0.87
H 2.7964 -2.9558 1.4234 0.46
H 2.9894 -1.4188 1.0264 0.47
H 2.5684 -2.4158 -0.2766 0.50
H 4.0634 -2.4148 0.6774 0.44
B -0.4036 -0.6878 -0.2426 -0.82
H 0.0024 -1.6388 -0.9726 -0.05
H -0.9746 -1.1438 0.7624 -0.02
H 0.4414 -0.1558 0.1824 -0.07
H -1.2406 0.0762 -0.7416 -0.03
O -1.7316 3.3882 -1.5506 -0.93
H -2.4916 3.8892 -1.3966 0.46
H -2.1396 2.5352 -1.9046 0.47
O 1.8114 1.8152 2.7764 -1.00
H 1.9904 1.6302 1.9024 0.46
H 0.8874 1.5212 2.8854 0.48
O -4.1946 1.3562 0.1114 -0.93
H -3.3006 1.0932 -0.0776 0.47
H -4.0926 2.1622 0.5434 0.46
O 3.0304 1.5832 0.2654 -0.99
H 3.0844 2.5092 0.0824 0.50
H 2.7704 0.9862 -0.4716 0.49
O -2.3316 -0.9878 -3.2766 -0.98
H -1.5146 -0.9108 -2.5746 0.51
H -2.6516 -0.0608 -3.4686 0.46
O 1.6564 0.6582 -2.3236 -0.92
H 1.0364 0.4032 -1.6206 0.50
H 2.1364 -0.0978 -2.1966 0.43
O -1.7306 -4.2818 0.6764 -0.96
H -1.5196 -4.5668 1.5784 0.47
H -1.7836 -3.3398 0.5854 0.50
O -0.6216 1.0872 2.7174 -0.91
H -0.9736 1.9772 2.4244 0.47
H -0.6526 0.7942 1.8284 0.49
```



6.
The following is a DFT calculation (ωB97M-V/def2-TZVPD) of a cluster of 2 separate species, BH3O2S in total at a distorted geometry.

Summary:
HOMO (spin up / spin down) = -9.98 / -9.47 eV
Molecular weight = 77.9 g mol⁻¹
Calculated total energy = -15654.2577 eV
E_LUMO (spin up / spin down) = -0.003 / -2.326 eV
Maximum force = 0.055 hartree/bohr
Orbital gap (spin up / spin down) = 10.0 / 7.1 eV

```
7
Properties=species:S:1:pos:R:3:nbo_charge:R:1
B 0.3868 -0.6475 -0.9757 0.89
O -0.0448 -0.5538 -2.2413 -0.90
O 0.0562 -1.6728 -0.1870 -0.90
S 1.2440 0.8203 -0.1760 -0.14
H -0.0656 0.3151 -2.7722 0.53
H 0.0156 -1.6958 0.7568 0.52
H -0.7744 1.7960 2.2166 0.00
```



7.
The following is a DFT calculation (ωB97M-V/def2-TZVPD) of a cluster of 2 separate species, BH3OS in total at a distorted geometry.

Summary:
HOMO = -9.42 eV
Molecular weight = 61.9 g mol⁻¹
Calculated total energy = -13607.9325 eV
E_LUMO = 0.598 eV
Maximum force = 0.076 hartree/bohr
Orbital gap = 10.0 eV

```
6
Properties=species:S:1:pos:R:3:nbo_charge:R:1
B -2.2408 0.0645 0.3011 0.89
O -1.3577 -0.7003 0.2192 -0.81
S 2.4365 -0.0460 0.2252 -0.35
H -3.2167 0.7653 0.4051 -0.07
H 1.1043 -0.1370 -0.2337 0.19
H 3.2745 0.0535 -0.9170 0.16
```



8.
The following is a DFT calculation (ωB97M-V/def2-TZVPD) of a cluster of 2 separate species, BH4NO in total at a distorted geometry.

Summary:
HOMO (spin up / spin down) = -9.01 / -6.63 eV
Molecular weight = 44.9 g mol⁻¹
Calculated total energy = -4275.9406 eV
E_LUMO (spin up / spin down) = 0.053 / 0.072 eV
Maximum force = 0.083 hartree/bohr
Orbital gap (spin up / spin down) = 9.1 / 6.7 eV

```
7
Properties=species:S:1:pos:R:3:nbo_charge:R:1
B 0.3475 -0.0424 0.1904 1.01
N -0.6971 0.4773 -0.5666 -1.17
O 1.6021 0.1973 0.3185 -0.96
H -1.4528 -2.1459 1.0785 -0.28
H -1.6970 0.1646 -0.5927 0.44
H -0.5671 1.3263 -1.2488 0.39
H 2.4643 0.0228 0.8207 0.57
```



9.
The following is a DFT calculation (ωB97M-V/def2-TZVPD) of a cluster of 2 separate species, BH4NS in total at a distorted geometry.

Summary:
HOMO (spin up / spin down) = -5.36 / -9.86 eV
Spin multiplicity = 3
Molecular weight = 60.9 g mol⁻¹
Calculated total energy = -13061.7798 eV
E_LUMO (spin up / spin down) = 0.525 / -1.651 eV
⟨S²⟩ = 2.00
Maximum force = 0.075 hartree/bohr
Orbital gap (spin up / spin down) = 5.9 / 8.2 eV

```
7
Properties=species:S:1:pos:R:3:mulliken_spin:R:1
B 0.0971 -0.2039 -0.0998 0.76
N -0.8389 0.7509 -0.0186 0.07
S 1.8568 0.0030 -0.1766 0.14
H -0.8676 -1.9165 -0.0097 0.97
H -1.7431 0.7827 -0.2911 0.01
H -0.5779 1.6861 -0.0671 0.01
H 2.0736 -1.1023 0.6629 0.02
```



10.
The following is a DFT calculation (ωB97M-V/def2-TZVPD) of a structure of composition BHN2O6 at a distorted geometry.

Summary:
HOMO (spin up / spin down) = -9.97 / -9.97 eV
Molecular weight = 135.8 g mol⁻¹
Calculated total energy = -15951.8836 eV
E_LUMO (spin up / spin down) = -1.650 / -1.650 eV
Maximum force = 0.114 hartree/bohr
Orbital gap (spin up / spin down) = 8.3 / 8.3 eV

```
10
Properties=species:S:1:pos:R:3:nbo_charge:R:1
B 1.7622 -0.3768 -0.0304 1.24
N -1.4657 -1.0594 0.5766 0.39
N -1.0118 1.2723 -0.7334 0.71
O -1.5026 0.8476 -1.7237 -0.23
O -2.4836 -1.2728 -0.0716 -0.34
O -0.4824 2.1970 -0.3830 -0.17
O 1.8557 -1.0776 1.0608 -0.93
O -0.6872 -0.1215 0.3587 -0.35
O 1.9164 0.2965 -1.0101 -0.87
H 2.0989 -0.7052 1.9561 0.54
```



11.
The following is a DFT calculation (ωB97M-V/def2-TZVPD) of a structure of composition BiF2P at a distorted geometry.

Summary:
HOMO = -21.17 eV
Molecular weight = 277.9 g mol⁻¹
Calculated total energy = -20540.2685 eV
E_LUMO = -14.052 eV
Maximum force = 0.075 hartree/bohr
Total charge = +2
Orbital gap = 7.1 eV

```
4
Properties=species:S:1:pos:R:3:nbo_charge:R:1
F -1.0175 0.5591 1.2731 -0.49
P -0.6371 -0.7118 0.3205 1.24
F 1.5638 -0.1792 0.1728 -0.63
Bi 0.7456 0.5145 -1.4774 1.87
```



12.
The following is a DFT calculation (ωB97M-V/def2-TZVPD) of the molecule Br2ClHNP at a distorted geometry.

Summary:
HOMO = -10.57 eV
Molecular weight = 241.2 g mol⁻¹
Calculated total energy = -163402.9168 eV
E_LUMO = -2.208 eV
Maximum force = 0.057 hartree/bohr
Orbital gap = 8.4 eV

```
6
Properties=species:S:1:pos:R:3:nbo_charge:R:1
N 0.4245 0.5895 0.2989 -1.19
P 1.8044 0.1109 -0.1613 1.34
Cl 2.0238 -0.2122 -2.6782 -0.41
Br 2.6025 -1.8371 0.5434 -0.11
Br 3.2733 1.5544 0.4426 -0.05
H -0.3835 0.0270 0.0944 0.41
```